# 1
{"formula": "C2H6IPS", "method": "ωB97M-V with the def2-TZVPD basis set", "species": ["C", "P", "C", "S", "I", "H", "H", "H", "H", "H", "H"], "coordinates": [[0.3234, 0.1515, -1.4927], [-0.4613, -0.4490, -0.0438], [0.2699, 0.3216, 1.4046], [-0.4438, -2.6000, 0.2037], [-2.6379, 0.7350, -0.0850], [-0.4182, 0.5032, -2.1887], [0.9021, 0.9320, -1.1110], [0.9181, -0.6980, -1.8828], [0.3381, 1.3964, 1.5007], [-0.0903, -0.1893, 2.2387], [1.3000, -0.1033, 1.4563]], "lowdin_charge": [-0.330, 0.012, -0.359, 0.003, 0.431, 0.024, 0.025, 0.064, 0.051, 0.013, 0.066], "relative_energy_kcal_mol": 2.6, "smiles": "CP(C)(=S)I", "total_energy_ev": -30396.482, "homo_energy_ha": -0.3152}

# 2
{"formula": "C15H26BeBrF7N4O16PS", "method": "ωB97M-V with the def2-TZVPD basis set", "species": ["N", "C", "N", "C", "C", "C", "F", "F", "C", "F", "F", "N", "H", "H", "H", "H", "H", "H", "H", "H", "Br", "Be", "C", "O", "O", "O", "H", "C", "F", "F", "F", "S", "O", "O", "O", "O", "H", "H", "H", "O", "H", "O", "H", "H", "C", "C", "C", "O", "C", "O", "O", "H", "H", "H", "H", "H", "H", "O", "P", "O", "O", "O", "N", "C", "C", "C", "C", "H", "H", "H", "H", "H"], "coordinates": [[-0.1435, 1.0338, -0.0353], [0.4795, 2.0204, 0.5484], [-0.0556, 3.2253, 1.0049], [0.4421, 3.2378, 2.4168], [1.8248, 2.5515, 2.2381], [2.3585, 1.6879, 3.3954], [3.2607, 2.4624, 4.0832], [3.0269, 0.6021, 2.9344], [1.3221, 1.2275, 4.4232], [0.4763, 0.3565, 3.8490], [1.9457, 0.5871, 5.4427], [1.8152, 2.0283, 0.8634], [0.4116, 0.2148, -0.2678], [-1.1542, 1.0248, -0.2416], [-1.0757, 3.1049, 1.0299], [0.5477, 4.2448, 2.8269], [-0.3186, 2.6702, 2.9632], [2.5550, 3.3705, 2.2117], [0.7700, 2.0783, 4.8334], [2.3480, 1.0735, 0.6304], [3.3223, -0.2923, -0.2653], [5.1441, 0.0911, 3.9767], [-3.1324, 1.5239, 1.6559], [-2.0800, 1.8691, 2.3631], [-3.1962, 0.1871, 1.4371], [-3.9499, 2.2914, 1.1936], [-2.4197, -0.0892, 1.9423], [-3.3607, 0.0449, -3.7933], [-3.7978, -1.0192, -4.5230], [-2.1719, 0.4317, -4.3217], [-4.2185, 1.0342, -4.0836], [-3.0926, -0.4481, -2.0132], [-2.1132, -1.5046, -2.1541], [-4.4056, -0.8537, -1.5877], [-2.5736, 0.7806, -1.4222], [-2.6636, 3.7589, 4.2514], [-2.3003, 3.0052, 3.6380], [-2.0215, 4.4932, 4.3287], [-2.8985, 3.4051, 5.1349], [-3.3809, -2.3336, 0.9820], [-4.0591, -1.8423, 0.5056], [-1.7631, 2.9847, -5.4064], [-1.7264, 3.9291, -5.2290], [-0.8493, 2.7211, -5.5475], [10.4902, -2.8383, 4.0833], [9.1204, -2.6490, 3.4801], [9.1099, -2.3593, 1.9925], [7.9366, -1.5572, 1.8494], [7.7162, -0.9484, 3.0252], [6.9021, -0.0800, 3.1923], [8.4828, -1.4672, 4.0008], [11.0253, -1.8888, 4.1164], [10.4124, -3.2017, 5.1074], [11.0683, -3.5599, 3.5050], [8.4806, -3.5035, 3.7114], [9.0307, -3.2547, 1.3819], [9.9764, -1.7755, 1.6695], [-7.7653, 1.6299, -3.8159], [-7.1315, 2.9867, -3.5266], [-8.2286, 4.0516, -3.4663], [-6.1324, 3.3896, -4.6062], [-6.4046, 2.8620, -2.1946], [-4.9691, -5.9010, -6.4707], [-6.0674, -5.5347, -5.7319], [-5.8779, -4.2475, -5.3069], [-4.6214, -3.8111, -5.8071], [-4.0864, -4.8480, -6.5204], [-4.8314, -6.7942, -6.9014], [-6.8818, -6.2215, -5.5714], [-6.5573, -3.6724, -4.7004], [-4.1697, -2.8461, -5.6526], [-3.1552, -4.9309, -7.0552]], "lowdin_charge": [0.310, -0.377, 0.099, -0.125, -0.177, -0.440, 0.018, -0.049, -0.331, 0.116, 0.052, 0.058, 0.104, 0.092, 0.114, 0.106, 0.059, 0.144, 0.150, -0.174, -0.274, 0.418, -0.779, -0.182, 0.064, 0.050, 0.094, -0.613, 0.060, 0.066, 0.115, 0.469, -0.327, -0.298, -0.343, 0.162, 0.106, 0.126, 0.135, -0.473, -0.151, -0.050, 0.027, 0.023, -0.029, -0.321, -0.090, 0.087, -0.563, -0.034, 0.077, 0.090, 0.083, 0.086, 0.160, 0.140, 0.138, -0.199, -0.153, -0.284, -0.218, -0.133, -0.030, -0.164, -0.087, -0.077, -0.148, 0.123, 0.090, 0.102, 0.083, 0.095], "charge": -3, "total_energy_ev": -164277.698, "homo_energy_ha": 0.0671}

# 3
{"formula": "C4H11N2O", "method": "ωB97M-V with the def2-TZVPD basis set", "species": ["N", "C", "C", "C", "N", "C", "O", "H", "H", "H", "H", "H", "H", "H", "H", "H", "H", "H"], "coordinates": [[-1.0509, -0.5295, 2.3676], [-1.0647, -1.1348, 0.9401], [-0.8933, -0.1418, -0.2627], [0.5124, 0.4478, -0.4290], [1.5051, -0.5930, -0.7699], [0.6390, 1.7096, -1.2654], [1.9414, 2.0523, -1.3195], [-1.0002, -1.3584, 2.9262], [-0.0413, -0.3093, 2.3585], [-0.2182, -1.9803, 0.9549], [-1.9728, -1.6668, 0.9715], [-1.1531, -0.8277, -1.0199], [-1.7506, 0.4726, -0.4364], [0.9058, 0.7651, 0.5980], [2.2441, 0.1836, -1.0435], [1.0659, -1.0575, -1.6040], [-0.0242, 2.4497, -0.7030], [0.3556, 1.5183, -2.2634]], "lowdin_charge": [-0.042, -0.264, -0.176, -0.469, -0.021, -0.512, -0.368, 0.018, 0.042, 0.129, 0.057, 0.070, 0.092, 0.132, 0.084, 0.058, 0.101, 0.068], "relative_energy_kcal_mol": 48.1, "charge": -1, "smiles": "NCC[C@@H](N)C[O-]", "total_energy_ev": -9352.405, "homo_energy_ha": -0.0971}

| no. | lowest unoccupied orbital energy (eV) |
| --- | --- |
| 1 | -0.4 |
| 2 | 3.7 |
| 3 | 3.8 |